Entry 1:
# C31H64Cl2O19Si2

A molecular structure, C31H64Cl2O19Si2 (the ωB97M-V functional and the def2-TZVPD basis, OMol25).

Results
Gap between HOMO and LUMO in Ha: 0.35034
Lowest unoccupied orbital energy in eV: 0.2
ΔE to the lowest compared entry with this formula, charge and spin in kcal/mol: 5.8

CARTESIAN COORDINATES (ANGSTROEM)
C 0.110 -3.301 4.364
C 0.136 -4.692 3.801
Cl 1.719 -5.271 3.437
C -0.966 -5.427 3.585
Cl -0.811 -7.042 2.938
Si -2.750 -4.981 3.930
C -3.119 -3.145 3.921
C -4.598 -2.724 3.766
C -5.340 -2.816 5.097
C -5.347 -3.405 2.625
O -3.196 -5.707 5.359
Si -4.358 -6.904 5.302
H -0.577 -3.192 5.195
H 1.096 -2.946 4.639
H -0.235 -2.626 3.579
H -3.535 -5.641 2.867
H -2.798 -2.756 4.892
H -2.504 -2.634 3.183
H -4.567 -1.664 3.507
H -5.186 -3.773 5.590
H -6.401 -2.632 4.952
H -4.948 -2.054 5.769
H -6.311 -2.910 2.509
H -5.558 -4.453 2.815
H -4.802 -3.274 1.693
H -5.637 -6.260 4.927
H -4.523 -7.516 6.627
H -4.058 -7.898 4.254
C -7.894 -12.793 8.186
C -7.475 -12.856 6.733
O -6.729 -11.695 6.337
C -5.460 -11.670 6.735
O -4.888 -12.534 7.345
O -4.916 -10.532 6.306
C -3.553 -10.345 6.689
H -8.449 -11.874 8.381
H -8.528 -13.645 8.429
H -7.028 -12.811 8.845
H -8.350 -12.857 6.086
H -6.895 -13.753 6.520
H -2.936 -11.188 6.390
H -3.479 -10.195 7.765
H -3.213 -9.451 6.179
C 2.190 0.750 2.487
C 0.777 1.264 2.337
O 0.063 1.227 3.586
C 0.377 2.181 4.461
O 1.168 3.070 4.291
O -0.350 1.983 5.559
C -0.074 2.899 6.622
H 2.186 -0.249 2.926
H 2.682 0.705 1.515
H 2.778 1.394 3.139
H 0.214 0.621 1.664
H 0.758 2.273 1.925
H -0.169 3.928 6.283
H 0.927 2.729 7.015
H -0.811 2.697 7.394
C -2.547 2.625 1.900
C -1.897 3.853 2.499
O -2.344 5.061 1.867
C -3.553 5.480 2.230
O -4.264 4.971 3.055
O -3.827 6.590 1.547
C -5.119 7.140 1.812
H -2.385 2.598 0.821
H -2.127 1.724 2.345
H -3.622 2.623 2.072
H -0.822 3.829 2.333
H -2.068 3.913 3.574
H -5.261 7.304 2.877
H -5.896 6.479 1.432
H -5.157 8.089 1.286
C 1.552 -3.200 -2.587
C 0.653 -1.990 -2.711
O 1.221 -0.830 -2.078
C 2.185 -0.220 -2.762
O 2.589 -0.525 -3.851
O 2.626 0.801 -2.027
C 3.724 1.509 -2.609
H 1.789 -3.393 -1.540
H 1.056 -4.078 -3.001
H 2.488 -3.051 -3.123
H -0.285 -2.160 -2.188
H 0.424 -1.762 -3.751
H 3.483 1.836 -3.618
H 4.611 0.878 -2.625
H 3.910 2.375 -1.982
C 2.416 2.560 -6.641
C 2.123 3.968 -6.170
O 3.194 4.874 -6.473
C 3.256 5.279 -7.739
O 2.485 4.994 -8.616
O 4.305 6.092 -7.860
C 4.521 6.582 -9.186
H 3.365 2.210 -6.232
H 1.625 1.882 -6.319
H 2.485 2.515 -7.726
H 2.034 3.994 -5.085
H 1.191 4.347 -6.590
H 3.627 7.058 -9.580
H 4.831 5.771 -9.842
H 5.320 7.317 -9.125
C 10.109 9.842 -12.883
C 9.001 10.543 -12.127
O 8.281 9.644 -11.269
C 8.896 9.324 -10.134
O 9.957 9.742 -9.757
O 8.114 8.474 -9.469
C 8.675 7.997 -8.243
H 9.710 8.992 -13.439
H 10.577 10.531 -13.585
H 10.874 9.472 -12.203
H 8.253 10.925 -12.820
H 9.380 11.380 -11.543
H 8.980 8.821 -7.603
H 9.526 7.349 -8.446
H 7.895 7.425 -7.749

---

Entry 2:
# C31H64IN2O6S

A molecular structure, C31H64IN2O6S (the ωB97M-V functional and the def2-TZVPD basis, OMol25).

Results
Gap between HOMO and LUMO in Ha: 0.26682
Lowest unoccupied orbital energy in eV: 2.1
Net charge: -1

CARTESIAN COORDINATES (ANGSTROEM)
C 13.285 -2.432 1.346
C 12.703 -1.598 0.042
C 11.310 -2.384 -0.411
C 10.452 -1.500 -1.510
C 8.976 -1.167 -0.856
C 8.003 -0.434 -1.963
C 8.045 1.222 -1.788
C 6.638 1.934 -2.308
C 5.454 1.960 -1.153
C 4.066 2.417 -1.964
C 3.119 3.434 -1.032
C 1.994 2.483 -0.313
C 1.200 3.175 0.943
C 0.531 1.916 1.811
C -1.093 2.153 1.764
C -1.803 1.795 0.329
C -1.878 0.191 -0.024
C -2.606 -0.718 1.153
C -4.170 -0.321 1.443
C -5.293 -1.332 0.828
C -5.612 -1.247 -0.763
C -7.220 -1.739 -0.840
S -7.703 -2.487 -2.479
O -7.254 -3.967 -2.684
O -9.281 -2.528 -2.501
C -5.668 0.292 -1.387
O -6.757 0.672 -2.114
O -4.614 1.309 -1.287
N -4.912 -2.179 -1.685
I -4.249 -1.370 -3.447
C -3.795 -2.993 -1.143
C -3.444 -4.138 -2.315
C -3.104 -5.562 -1.506
O -1.747 -5.591 -0.932
C -1.525 -7.048 -0.649
H 13.779 -3.433 0.959
H 12.347 -2.739 1.995
H 14.029 -1.798 1.994
H 12.418 -0.488 0.356
H 13.495 -1.547 -0.831
H 10.632 -2.557 0.537
H 11.582 -3.458 -0.841
H 10.352 -2.167 -2.485
H 11.070 -0.530 -1.741
H 8.470 -2.194 -0.562
H 9.143 -0.469 0.091
H 6.897 -0.823 -1.977
H 8.473 -0.654 -3.033
H 8.328 1.537 -0.685
H 8.933 1.589 -2.494
H 6.171 1.403 -3.247
H 6.823 3.075 -2.598
H 5.304 0.872 -0.684
H 5.695 2.680 -0.254
H 3.442 1.411 -2.079
H 4.290 2.860 -3.030
H 3.775 4.039 -0.247
H 2.636 4.250 -1.756
H 2.555 1.540 0.110
H 1.212 2.109 -1.132
H 1.854 3.870 1.624
H 0.311 3.826 0.516
H 0.882 2.069 2.923
H 0.846 0.856 1.369
H -1.667 1.636 2.674
H -1.262 3.322 1.938
H -1.132 2.308 -0.512
H -2.833 2.354 0.306
H -0.749 -0.187 -0.088
H -2.396 -0.052 -1.056
H -2.422 -1.889 1.011
H -2.009 -0.452 2.153
H -4.291 -0.414 2.630
H -4.385 0.837 1.246
H -6.310 -1.015 1.377
H -5.066 -2.403 1.256
H -7.952 -0.910 -0.426
H -7.274 -2.623 -0.039
H -7.330 -1.619 -3.517
H -2.828 -2.323 -1.101
H -3.998 -3.622 -0.180
H -4.399 -4.399 -2.975
H -2.498 -3.862 -2.947
H -3.955 -5.846 -0.745
H -3.127 -6.412 -2.341
H -0.593 -7.247 0.029
H -1.343 -7.578 -1.694
H -2.502 -7.549 -0.180
C -8.218 5.092 3.020
C -7.727 4.003 3.969
C -6.393 3.356 3.531
O -6.518 2.421 2.455
C -6.559 3.013 1.164
N -8.787 2.996 4.129
H -8.647 4.687 2.098
H -9.003 5.690 3.499
H -7.403 5.773 2.748
H -7.556 4.478 4.943
H -6.005 2.778 4.378
H -5.634 4.114 3.300
H -5.932 3.905 1.098
H -7.591 3.249 0.896
H -6.193 2.278 0.443
H -8.492 2.322 4.837
H -8.813 2.444 3.267

---

Entry 3:
# C31H64IrN10P2

A molecular structure, C31H64IrN10P2 (the ωB97M-V functional and the def2-TZVPD basis, OMol25).

Results
Gap between HOMO and LUMO (alpha / beta) in Ha: 0.29910 / 0.18929
Lowest unoccupied orbital energy (alpha / beta) in eV: -10.9 / -13.9
ΔE to the lowest compared entry with this formula, charge and spin in kcal/mol: 0.0
2S+1: 2
Net charge: +4

CARTESIAN COORDINATES (ANGSTROEM)
Ir -0.371 0.468 -0.098
C 5.199 0.292 1.412
N 3.893 0.924 1.623
C 3.944 2.298 2.108
C 2.736 0.224 1.380
N 1.811 0.658 0.486
C 2.249 1.791 -0.334
C 1.386 2.982 -0.003
N -0.064 2.599 -0.104
C -0.875 3.098 1.031
C -0.511 2.260 2.223
N -0.686 0.804 1.946
C -0.749 0.110 3.145
N -0.064 0.514 4.220
C 1.234 1.183 4.249
C -0.630 0.399 5.580
N -1.618 -0.913 3.328
C -3.049 -0.653 3.187
C -1.322 -2.005 4.261
C -0.554 3.096 -1.399
C -0.025 2.213 -2.505
N 0.011 0.764 -2.107
C 0.441 -0.012 -3.183
N 0.051 0.292 -4.426
C 0.953 0.249 -5.588
C -1.317 0.660 -4.794
N 1.308 -1.033 -3.036
C 2.501 -0.942 -2.186
C 1.374 -2.091 -4.058
N 2.619 -0.895 2.110
C 3.509 -1.185 3.245
C 1.747 -1.993 1.780
H 5.742 0.831 0.633
H 5.798 0.312 2.324
H 5.079 -0.739 1.089
H 4.596 2.335 2.982
H 4.347 2.996 1.369
H 2.959 2.632 2.422
H 3.294 2.030 -0.190
H 2.143 1.529 -1.385
H 1.590 3.351 0.997
H 1.573 3.808 -0.690
H -0.683 4.157 1.219
H -1.927 2.981 0.766
H 0.534 2.470 2.455
H -1.095 2.560 3.094
H 1.719 1.131 3.285
H 1.122 2.221 4.565
H 1.855 0.673 4.986
H -1.697 0.218 5.546
H -0.131 -0.383 6.151
H -0.463 1.352 6.081
H -3.470 -0.364 4.155
H -3.199 0.160 2.491
H -3.569 -1.552 2.859
H -1.800 -1.869 5.231
H -1.713 -2.931 3.839
H -0.249 -2.103 4.403
H -1.631 3.108 -1.370
H -0.234 4.128 -1.558
H -0.653 2.383 -3.375
H 0.982 2.515 -2.802
H 1.987 0.157 -5.275
H 0.684 -0.556 -6.271
H 0.843 1.198 -6.111
H -1.956 0.680 -3.921
H -1.331 1.619 -5.312
H -1.702 -0.102 -5.475
H 2.239 -0.636 -1.179
H 2.968 -1.924 -2.148
H 3.228 -0.252 -2.618
H 2.165 -1.930 -4.789
H 1.592 -3.032 -3.557
H 0.417 -2.173 -4.565
H 3.916 -0.270 3.661
H 2.926 -1.698 4.007
H 4.330 -1.840 2.953
H 2.305 -2.771 1.257
H 1.349 -2.428 2.696
H 0.926 -1.629 1.179
C -4.125 0.283 0.247
P -2.705 0.511 -0.870
C -3.372 1.968 -1.749
C -2.864 -0.856 -2.043
C -3.910 -0.911 -2.963
C -4.023 -1.992 -3.825
C -3.093 -3.020 -3.770
C -2.067 -2.985 -2.835
C -1.947 -1.905 -1.960
P -0.833 -1.896 -0.527
C 0.357 -3.222 -0.873
C -1.819 -2.748 0.728
H -4.992 0.268 -0.417
H -4.243 1.119 0.936
H -4.114 -0.657 0.784
H -4.371 1.684 -2.079
H -2.804 2.281 -2.619
H -3.508 2.807 -1.065
H -4.647 -0.122 -3.032
H -4.838 -2.031 -4.536
H -3.178 -3.865 -4.441
H -1.384 -3.821 -2.797
H -0.244 -4.056 -1.234
H 0.841 -3.571 0.029
H 1.101 -2.970 -1.615
H -2.073 -3.740 0.352
H -2.739 -2.214 0.936
H -1.242 -2.847 1.641

---

Entry 4:
# C31H64N2O16P

7 unconnected molecules or ions with the total composition C31H64N2O16P (the ωB97M-V functional and the def2-TZVPD basis, OMol25).

Results
Gap between HOMO and LUMO in Ha: 0.25806
Lowest unoccupied orbital energy in eV: -3.8
Net charge: +1

CARTESIAN COORDINATES (ANGSTROEM)
N -3.769 -7.351 2.448
P -3.001 -6.104 3.143
O -3.549 -5.805 4.806
O -1.263 -6.446 3.250
C -3.171 -4.437 2.229
C -3.439 -4.394 0.613
C -3.344 -2.735 0.426
C -4.248 -2.346 1.770
C -4.160 -0.822 2.368
C -3.025 -0.595 3.529
C -1.592 -1.345 3.258
O -0.765 -1.141 2.229
O -1.149 -2.319 4.301
N -4.292 -3.529 2.735
H -4.241 -6.945 1.611
H -4.410 -5.257 4.778
H -0.857 -6.267 2.339
H -2.114 -3.944 2.324
H -4.533 -4.707 0.260
H -2.719 -4.944 -0.127
H -2.184 -2.544 0.546
H -3.804 -2.519 -0.631
H -5.344 -2.396 1.300
H -5.209 -0.569 2.880
H -4.034 -0.050 1.496
H -3.468 -0.950 4.563
H -2.799 0.570 3.555
H -0.800 -3.158 3.879
H -4.202 -3.148 3.703
H -5.253 -3.945 2.565
O 1.122 -1.727 -3.648
C 1.483 -1.125 -2.641
O 0.571 -0.664 -1.755
C 0.893 -0.128 -0.458
C 1.221 1.349 -0.549
C 2.932 -0.805 -2.420
H 1.686 -0.708 0.023
H -0.002 -0.258 0.160
H 2.104 1.527 -1.169
H 1.407 1.765 0.445
H 0.394 1.897 -1.013
H 3.182 0.118 -2.950
H 3.534 -1.626 -2.823
H 3.208 -0.715 -1.371
O 0.201 1.905 9.219
C 0.630 0.799 8.906
O 0.976 0.535 7.625
C 1.670 -0.650 7.195
C 0.696 -1.781 6.930
C 0.692 -0.312 9.914
H 2.456 -0.927 7.903
H 2.177 -0.389 6.260
H 0.157 -2.068 7.837
H 1.221 -2.661 6.546
H -0.058 -1.473 6.198
H -0.282 -0.805 9.965
H 0.928 0.121 10.892
H 1.469 -1.046 9.712
O 0.890 4.272 -0.857
C 1.252 4.873 0.150
O 0.340 5.335 1.036
C 0.662 5.870 2.333
C 0.990 7.347 2.242
C 2.701 5.193 0.371
H 1.454 5.291 2.815
H -0.233 5.740 2.951
H 1.873 7.526 1.622
H 1.176 7.763 3.236
H 0.163 7.895 1.779
H 2.951 6.116 -0.158
H 3.302 4.372 -0.032
H 2.976 5.283 1.420
O 5.267 0.563 -2.494
C 6.241 0.198 -3.144
O 6.182 0.141 -4.494
C 7.316 -0.078 -5.353
C 7.585 -1.560 -5.525
C 7.485 -0.284 -2.455
H 8.193 0.471 -4.997
H 7.056 0.353 -6.325
H 7.839 -2.037 -4.574
H 8.410 -1.724 -6.224
H 6.693 -2.069 -5.906
H 7.371 -1.341 -2.204
H 7.615 0.293 -1.534
H 8.394 -0.137 -3.035
O -6.424 3.605 -1.424
C -5.274 3.982 -1.626
O -4.268 3.575 -0.818
C -2.870 3.795 -1.081
C -2.431 5.153 -0.570
C -4.973 4.977 -2.708
H -2.640 3.649 -2.140
H -2.327 3.015 -0.537
H -2.959 5.964 -1.079
H -1.357 5.292 -0.718
H -2.656 5.250 0.498
H -5.141 5.987 -2.325
H -5.653 4.792 -3.546
H -3.966 4.897 -3.111
O -0.826 0.623 -6.983
C -0.609 -0.571 -7.166
O -0.633 -1.088 -8.416
C -0.201 -2.418 -8.757
C -1.324 -3.417 -8.563
C -0.409 -1.499 -6.004
H 0.706 -2.690 -8.211
H 0.074 -2.390 -9.817
H -1.640 -3.469 -7.518
H -1.010 -4.416 -8.879
H -2.203 -3.123 -9.145
H -1.383 -1.826 -5.633
H 0.114 -0.953 -5.212
H 0.209 -2.365 -6.234

---

| no. | E (eV) |
| --- | --- |
| 1 | -112890.98907 |
| 2 | -67371.07761 |
| 3 | -69466.98507 |
| 4 | -78202.66465 |